(1)
Entry from the Open Molecules 2025 dataset: a structure of composition CH3PSi (ωB97M-V/def2-TZVPD).

Geometry as XYZ:
```
6
Properties=species:S:1:pos:R:3:forces:R:3
C -0.684 0.960 1.559 0.9916 -0.4346 -0.5761
Si 0.783 -0.429 -1.486 1.2715 1.3999 0.2772
P -0.819 1.257 0.056 -0.4149 0.1637 -0.0396
H -0.201 0.696 2.478 -0.4494 0.1150 0.3979
H 1.351 -1.487 -0.583 -0.4416 -0.3301 0.0709
H -0.431 -0.997 -2.025 -0.9573 -0.9138 -0.1304
```
Positions in Å, forces in eV/Å.

Results
Relative energy (zero: lowest compared OMol25 entry of this formula, charge and spin) = 2.449 eV
Frontier orbital gap (spin up / spin down) = 6.73 / 6.73 eV



(2)
Entry from the Open Molecules 2025 dataset: a cluster of 22 separate species, CH44BFNO22S in total (ωB97M-V/def2-TZVPD).

Geometry as XYZ:
```
71
Properties=species:S:1:pos:R:3:forces:R:3
N 0.902 1.185 1.112 -1.2070 0.2513 0.0715
C 1.048 2.323 0.912 2.6810 0.4613 -1.6223
O 1.626 3.408 0.487 -1.8054 -1.4013 1.0287
B 1.618 4.452 1.590 -0.2791 2.0782 0.4876
F 0.305 5.106 1.549 0.3060 -0.6104 -0.0914
S 1.808 3.688 3.304 0.3210 -0.4184 0.5826
H 2.434 5.293 1.346 0.3519 -0.1355 -0.2263
H 2.934 4.214 3.868 -0.5023 -0.1544 -0.7638
O -1.907 1.345 2.966 -0.0485 -0.2554 -0.0596
H -2.484 1.185 2.209 0.0752 0.1437 -0.0546
H -1.043 1.512 2.569 -0.0306 0.1093 0.0186
O 0.391 -1.055 2.983 -0.2224 -0.0971 0.1766
H 0.497 -0.148 2.652 0.1948 -0.2985 -0.1879
H -0.486 -1.048 3.382 0.0512 0.1309 0.0031
O 5.280 3.755 4.310 0.1685 -0.0549 0.3102
H 5.957 3.157 3.974 -0.0634 0.1413 -0.2629
H 5.677 4.137 5.100 -0.1111 0.0180 -0.0212
O -0.549 0.890 -2.127 0.0014 0.0332 -0.0802
H 0.120 0.291 -2.475 -0.0789 -0.0071 -0.0045
H -0.138 1.260 -1.338 0.2012 0.0067 0.1887
O -2.918 1.267 -0.118 -0.0659 -0.1659 -0.1129
H -3.535 1.073 -0.841 -0.1036 0.0310 0.1133
H -2.085 1.461 -0.564 -0.1082 -0.1012 0.0986
O 3.604 0.755 -1.151 0.1162 0.0316 -0.0577
H 2.843 0.900 -0.575 -0.0071 -0.0011 0.1039
H 4.358 1.006 -0.605 -0.1369 -0.0552 0.1380
O -4.664 -0.609 -1.586 -0.2278 0.2603 -0.3794
H -3.855 -1.111 -1.727 -0.1081 -0.1058 0.0951
H -5.366 -1.269 -1.645 0.0479 0.0266 -0.0638
O -2.888 -1.770 -0.015 0.3445 -0.3450 0.4418
H -3.009 -0.821 0.141 0.1229 0.1603 -0.0652
H -2.776 -2.140 0.869 0.0465 0.0125 -0.0459
O -5.813 -3.120 -3.077 -0.0326 0.1367 -0.0553
H -6.427 -3.317 -3.796 0.0433 -0.1722 0.0248
H -4.983 -2.925 -3.526 -0.0198 -0.0410 0.0493
O -0.997 -4.082 0.247 0.0263 -0.1940 -0.3752
H -1.689 -4.742 0.113 0.0362 -0.0123 0.1375
H -1.308 -3.312 -0.250 -0.0170 0.2398 0.1754
O -1.387 -5.451 -2.735 0.0510 0.0573 -0.0173
H -0.710 -6.043 -3.079 -0.0339 -0.0100 0.0931
H -0.970 -5.045 -1.966 0.0356 -0.0524 -0.0090
O -2.879 1.850 -3.787 0.0189 0.0898 0.0619
H -2.896 2.798 -3.626 -0.0176 -0.0548 -0.0203
H -2.124 1.538 -3.268 0.1046 -0.0405 -0.0011
O -0.747 5.478 4.404 -0.2893 0.2750 0.0590
H -0.713 6.418 4.610 0.0381 -0.0566 -0.0317
H -0.542 5.433 3.456 0.2445 -0.2396 0.0708
O 1.759 4.103 6.236 -0.1352 0.0634 0.6261
H 1.748 4.147 7.198 0.0366 -0.0328 -0.0486
H 0.825 4.150 5.987 0.1243 0.0871 -0.4122
O -7.260 -4.881 -5.244 0.5217 0.2503 0.2142
H -7.334 -5.010 -6.194 -0.0995 0.0014 0.0718
H -7.551 -5.721 -4.874 -0.0029 0.0458 -0.0405
O 6.757 1.853 -0.787 -0.0728 0.0026 -0.1551
H 6.177 1.694 -1.542 0.0068 0.0861 0.0213
H 7.617 2.027 -1.186 0.1092 -0.0082 0.0020
O -9.675 -5.702 -5.908 -0.5138 -0.0448 -0.2649
H -10.104 -5.492 -6.744 -0.0537 -0.1093 0.0582
H -9.792 -4.908 -5.375 0.1560 -0.0332 0.0036
O 1.112 -4.457 2.684 -0.0457 -0.1016 -0.0114
H 0.683 -4.253 1.845 -0.1331 0.1414 0.0911
H 0.985 -3.658 3.210 0.0798 0.0925 -0.1642
O 1.123 -6.433 -0.568 -0.0254 0.0706 0.0055
H 1.000 -5.488 -0.413 -0.0328 -0.0414 0.0539
H 1.234 -6.800 0.316 0.0068 0.0480 -0.0324
O 9.615 1.804 -2.479 0.0136 -0.1368 0.0319
H 10.552 1.942 -2.304 -0.0712 0.0774 0.0323
H 9.540 0.854 -2.624 -0.0587 0.0491 0.0010
O 7.063 3.679 1.882 0.1509 0.0400 -0.1272
H 6.490 3.512 1.122 -0.0351 -0.1181 0.0860
H 7.920 3.868 1.486 -0.0382 -0.0435 0.0371
```
Positions in Å, forces in eV/Å.

Results
Total charge = -1
Frontier orbital gap = 6.62 eV



(3)
Entry from the Open Molecules 2025 dataset: an isolated molecule of CH4BBr (ωB97M-V/def2-TZVPD).

Geometry as XYZ:
```
7
Properties=species:S:1:pos:R:3:forces:R:3
B -0.356 -0.770 0.045 -0.4700 -0.1310 0.7948
C -0.189 0.795 0.035 0.2256 -1.2213 -2.4827
Br 1.617 -0.019 0.043 1.9218 -0.3416 -0.6200
H -0.363 -1.480 1.019 -0.3866 0.5338 -0.1437
H -0.543 -1.243 -1.004 -0.2191 -0.2578 -0.5172
H 0.075 1.409 0.813 -0.8284 1.6910 2.0654
H -0.241 1.308 -0.951 -0.2434 -0.2730 0.9034
```
Positions in Å, forces in eV/Å.

Results
Relative energy (zero: lowest compared OMol25 entry of this formula, charge and spin) = 1.985 eV
Frontier orbital gap = 11.08 eV



(4)
Entry from the Open Molecules 2025 dataset: an isolated molecule of CH4BClS (ωB97M-V/def2-TZVPD).

Geometry as XYZ:
```
8
Properties=species:S:1:pos:R:3:forces:R:3
B 0.442 -0.156 -0.789 -2.2813 4.1631 2.0528
C 0.826 0.220 0.655 0.6235 0.8651 0.6880
S -1.341 -1.026 0.044 -1.0360 0.1505 -0.8888
Cl -2.527 0.567 0.023 0.2031 -0.4610 0.1455
H 0.926 -1.050 -1.094 1.8436 -3.6757 -1.9583
H 0.041 0.823 -1.425 0.1552 -1.0110 -0.0526
H 1.164 -0.463 1.402 0.5663 -0.7809 0.2068
H 0.471 1.086 1.182 -0.0745 0.7499 -0.1934
```
Positions in Å, forces in eV/Å.

Results
Multiplicity = 3
⟨S²⟩ = 2.008
Relative energy (zero: lowest compared OMol25 entry of this formula, charge and spin) = 0.854 eV
Frontier orbital gap (spin up / spin down) = 7.13 / 7.15 eV



(5)
Entry from the Open Molecules 2025 dataset: a cluster of 2 separate species, CH4BrClOP in total (ωB97M-V/def2-TZVPD).

Geometry as XYZ:
```
9
Properties=species:S:1:pos:R:3:forces:R:3
C 0.824 0.282 -1.147 -1.5722 3.1069 -1.8127
O -0.018 0.131 2.445 0.4166 0.6829 -2.7591
P -0.561 -0.341 -0.120 0.9252 2.2364 3.7848
Cl -0.962 -2.205 0.019 0.0277 -0.6193 -0.6535
Br -2.259 0.938 -0.074 0.4881 -0.4347 -0.4132
H 1.723 -0.231 -1.089 1.4117 -1.6777 0.4047
H 1.157 1.407 -1.031 -1.3138 -1.9697 0.6999
H 0.473 0.321 -2.239 0.1602 -0.5438 1.3599
H -0.379 -0.301 3.236 -0.5435 -0.7811 -0.6107
```
Positions in Å, forces in eV/Å.

Results
Relative energy (zero: lowest compared OMol25 entry of this formula, charge and spin) = 5.370 eV
Total charge = +1
Frontier orbital gap (spin up / spin down) = 6.96 / 6.97 eV



(6)
Entry from the Open Molecules 2025 dataset: a cluster of 2 separate species, CH4BrFSi in total (ωB97M-V/def2-TZVPD).

Geometry as XYZ:
```
8
Properties=species:S:1:pos:R:3:forces:R:3
C 1.170 -0.862 -0.194 4.0562 -0.5290 0.6130
F -1.682 2.571 0.151 -0.3362 0.5013 0.0431
Si -0.055 -0.683 1.157 -0.2517 0.0688 0.7062
Br -1.625 -1.982 0.240 -0.4538 -0.3172 -0.0930
H 0.763 -0.339 -0.991 -1.2243 0.9912 -1.9668
H 2.106 -0.176 0.028 -1.4719 -1.5196 -0.1227
H 1.543 -1.860 -0.624 -0.6810 1.3386 0.8685
H -2.220 3.331 0.233 0.3626 -0.5340 -0.0482
```
Positions in Å, forces in eV/Å.

Results
Relative energy (zero: lowest compared OMol25 entry of this formula, charge and spin) = 3.323 eV
Frontier orbital gap = 8.25 eV